Version i
Computed, not measured: a molecular structure, C4H8N2O2, with ωB97M-V/def2-TZVPD.

Structure (ORCA input):
```
! RIJCOSX wB97M-V def2-TZVPD def2/J DEFGRID3
* xyz 0 1
C 0.27842 -0.77999 0.23068
N -0.29998 0.42433 0.25496
C -2.09536 -0.10079 -0.22056
N -2.89422 0.86724 0.28195
C 2.02284 0.13445 0.70050
C 2.79406 0.53452 -0.28953
O 0.43255 -1.41778 -0.94846
O -2.48308 -1.06873 -0.83023
H -0.05163 -2.25741 -0.91596
H 0.00474 1.12413 -0.41125
H 0.06875 -1.42577 1.08728
H -3.88465 0.86394 0.06918
H -2.47850 1.67442 0.71242
H 2.29673 0.15242 1.74815
H 2.44139 0.50428 -1.31618
H 3.84796 0.77072 -0.15296
*
```

Results
LUMO energy ... 0.78 eV
HOMO-LUMO gap ... 8.78 eV
HOMO ... -8.003 eV

Version ii
Computed, not measured: a molecular structure, C4H8N2O2, with ωB97M-V/def2-TZVPD.

Structure (ORCA input):
```
! RIJCOSX wB97M-V def2-TZVPD def2/J DEFGRID3
* xyz 0 1
C -0.31241 0.56530 -0.29802
C 2.24214 0.06355 -0.82309
N -0.48520 -0.75723 0.20370
C 0.83514 -0.06967 -1.32799
C -2.80045 0.27037 1.24421
O 0.33651 -0.93323 1.35210
N -2.49460 1.36677 0.90506
O 0.52859 -0.34540 -2.45103
H 0.64340 -1.84588 1.28006
H 0.10541 1.30879 0.37566
H -1.10308 0.84984 -0.98160
H 2.92318 -0.47947 -1.47536
H 2.52081 1.11829 -0.83302
H 2.34042 -0.30487 0.19520
H -1.71947 -0.62633 0.77030
H -3.56040 -0.18083 1.86382
*
```

Results
LUMO energy (alpha / beta) ... -0.47 / -0.47 eV
HOMO-LUMO gap (alpha / beta) ... 8.07 / 8.07 eV
HOMO (alpha / beta) ... -8.542 / -8.542 eV

Version iii
Computed, not measured: C4H8N2O2 in the gas phase, with ωB97M-V/def2-TZVPD.

Structure (ORCA input):
```
! RIJCOSX wB97M-V def2-TZVPD def2/J DEFGRID3
* xyz 0 1
C 1.50711 -0.07018 -0.99397
C -1.50305 0.33966 -1.01087
N 1.18848 0.24705 0.37085
C -0.04474 0.00949 1.07175
C -0.92832 0.77268 0.27360
O -0.00017 0.36867 2.39140
N -0.02518 -1.59983 0.84841
O 0.17157 -2.20969 1.84840
H 0.88810 0.13556 2.70315
H -1.24954 1.71802 0.70143
H 2.58648 -0.24160 -1.02937
H 1.31067 0.76352 -1.68717
H 1.02249 -0.96691 -1.39343
H -2.54350 0.65870 -1.08974
H -0.95835 0.81134 -1.84224
H -1.42205 -0.73647 -1.16220
*
```

Results
LUMO energy (alpha / beta) ... -0.34 / -0.63 eV
HOMO-LUMO gap (alpha / beta) ... 7.88 / 7.16 eV
HOMO (alpha / beta) ... -8.218 / -7.793 eV

Version iv
Computed, not measured: a molecular structure, C4H8N2O2, with ωB97M-V/def2-TZVPD.

Structure (ORCA input):
```
! RIJCOSX wB97M-V def2-TZVPD def2/J DEFGRID3
* xyz 0 1
C 1.13202 0.07567 -1.65000
C -0.24394 -1.53878 1.20195
N 0.31329 1.04830 0.94157
C -1.07458 0.93054 0.70846
C -0.15357 -0.28426 0.38549
O -1.15569 1.09427 -1.16422
N -0.07779 -0.35960 -0.98222
O -2.08736 1.21453 1.27909
H -0.67487 1.91075 -1.39069
H 0.51298 1.05147 1.93817
H 0.91759 0.24999 -2.70236
H 1.81920 -0.77588 -1.57842
H 1.60046 0.95211 -1.19660
H -0.86472 -2.26319 0.67541
H 0.74214 -1.98050 1.36688
H -0.70515 -1.32541 2.16749
*
```

Results
LUMO energy (alpha / beta) ... -0.34 / -0.34 eV
HOMO-LUMO gap (alpha / beta) ... 8.23 / 8.23 eV
HOMO (alpha / beta) ... -8.570 / -8.570 eV

Energies relative to the minimum, eV: version i 0.000; version ii 1.559; version iii 1.928; version iv 1.004

Version i
Computed, not measured: C5H8N2 in the gas phase, with ωB97M-V/def2-TZVPD.

Structure (ORCA input):
```
! RIJCOSX wB97M-V def2-TZVPD def2/J DEFGRID3
* xyz 0 1
N 1.87656 -0.71906 -0.04693
C 0.83463 0.18700 0.40674
C 1.28695 1.59007 0.53939
N 1.70555 2.66865 0.62183
C -0.35318 0.27884 -0.42232
C -1.72031 0.36549 0.00124
C -1.37417 -1.06974 -0.33231
H 2.69078 -0.64369 0.56031
H 2.18217 -0.43900 -0.97899
H 0.49875 -0.14591 1.40052
H -0.27798 -0.27290 -1.51945
H -1.80421 0.60094 1.06050
H -2.45670 0.86096 -0.62098
H -1.91666 -1.51935 -1.16578
H -1.17217 -1.74229 0.49622
*
```

Results
Structure (SMILES) ... N#C[C@H](N)C1CC1
LUMO energy ... 0.96 eV
HOMO-LUMO gap ... 10.12 eV
HOMO ... -9.152 eV

Version ii
Computed, not measured: C5H8N2 in the gas phase, with ωB97M-V/def2-TZVPD.

Structure (ORCA input):
```
! RIJCOSX wB97M-V def2-TZVPD def2/J DEFGRID3
* xyz 0 1
C -1.27225 -1.15675 0.49246
N -0.18893 -0.49567 -0.23902
C 1.09977 -1.01187 -0.17836
C 1.96343 0.01450 0.00587
C 1.22538 1.26052 0.04927
C -0.07265 0.89867 -0.07347
N -1.30499 1.37956 -0.45105
H -2.22912 -0.67210 0.27938
H -1.32469 -2.20657 0.19975
H -1.07285 -1.07177 1.56580
H 1.23854 -2.08160 -0.12903
H 3.03058 -0.08337 0.10619
H 1.62892 2.26396 -0.01440
H -1.45922 2.38674 -0.43823
H -1.26192 0.57577 -1.17516
*
```

Results
Structure (SMILES) ... Cn1cccc1N
LUMO energy ... 1.04 eV
HOMO-LUMO gap ... 8.43 eV
HOMO ... -7.393 eV

Energies relative to the minimum, eV: version i 1.086; version ii 0.000

Version i
Computed, not measured: C5H8N2 in the gas phase, with ωB97M-V/def2-TZVPD.

Structure (ORCA input):
```
! RIJCOSX wB97M-V def2-TZVPD def2/J DEFGRID3
* xyz 0 1
C -1.29177 -1.30573 0.46560
N -0.12186 -0.58627 0.00735
C 1.16760 -1.04584 0.13600
C 2.02264 0.01634 0.01408
C 1.22610 1.17709 -0.20896
C -0.08672 0.77066 -0.21344
N -1.30912 1.45601 -0.40926
H -2.18716 -0.79741 0.10741
H -1.27433 -2.33306 0.09248
H -1.31966 -1.32293 1.56145
H 1.35868 -2.10084 0.28198
H 3.10326 -0.03208 0.04582
H 1.57749 2.18919 -0.36608
H -1.21552 2.43732 -0.17868
H -1.60044 1.39570 -1.38105
*
```

Results
Structure (SMILES) ... Cn1cccc1N
LUMO energy ... 1.03 eV
HOMO-LUMO gap ... 8.79 eV
HOMO ... -7.762 eV

Version ii
Computed, not measured: a molecular structure, C5H8N2, with ωB97M-V/def2-TZVPD.

Structure (ORCA input):
```
! RIJCOSX wB97M-V def2-TZVPD def2/J DEFGRID3
* xyz 0 1
C 0.61925 -1.55007 -0.31351
C 0.18662 -0.18567 0.19766
C 1.24344 0.88712 0.02763
N -1.13662 0.11138 -0.44923
C -0.68325 -0.29941 1.39681
C -1.95478 1.16537 -0.27344
N -2.73774 2.00924 -0.12344
H 1.44140 -1.90336 0.31434
H 0.95247 -1.52738 -1.35648
H -0.20370 -2.26201 -0.19015
H 1.68513 0.86418 -0.97458
H 0.84616 1.88807 0.22138
H 2.04196 0.69305 0.75295
H -1.52793 -0.63504 -1.00942
H -0.77241 0.74454 1.77947
*
```

Results
LUMO energy ... 0.34 eV
HOMO-LUMO gap ... 9.32 eV
HOMO ... -8.975 eV

Version iii
Computed, not measured: 2 unconnected molecules or ions with the total composition C5H8N2, with ωB97M-V/def2-TZVPD.

Structure (ORCA input):
```
! RIJCOSX wB97M-V def2-TZVPD def2/J DEFGRID3
* xyz 0 1
C 1.95099 0.17527 0.16386
C 1.05219 -0.90566 -0.39614
C -0.23134 -1.33305 0.21195
C -0.87227 -0.46515 1.18638
N -1.51739 0.34609 1.72743
N -0.17962 -0.64992 -1.08350
C -1.99051 1.38189 -0.48902
H 1.38505 0.91291 0.74170
H 2.71388 -0.26549 0.81616
H 2.46334 0.69436 -0.65310
H 1.61273 -1.74904 -0.81963
H -0.51712 -2.38324 0.27445
H -1.71353 0.36440 -0.69907
H -2.86374 1.82235 -0.97222
H -1.29266 2.05430 -0.00924
*
```

Results
LUMO energy (alpha / beta) ... 0.56 / -1.30 eV
HOMO-LUMO gap (alpha / beta) ... 11.06 / 6.65 eV
HOMO (alpha / beta) ... -10.494 / -7.952 eV

Energies relative to the minimum, eV: version i 0.000; version ii 4.146; version iii 5.656

Version i
Computed, not measured: 2 unconnected molecules or ions with the total composition C5H8N2, with ωB97M-V/def2-TZVPD.

Structure (ORCA input):
```
! RIJCOSX wB97M-V def2-TZVPD def2/J DEFGRID3
* xyz 0 1
C 0.83135 -2.25329 1.43254
C 1.22859 -0.89262 1.01388
C -0.23600 0.76184 -1.36565
C 0.35344 -0.55995 -1.49942
N 0.85501 -1.57816 -1.73788
N -1.03076 1.03327 -0.42368
C -1.51342 2.39336 -0.34827
H -0.04331 -2.60913 0.87670
H 1.58597 -3.04635 1.51616
H 0.43948 -2.03949 2.44695
H 2.33781 -0.83707 1.07565
H 0.07305 1.47764 -2.13856
H -1.16253 3.03938 -1.16765
H -1.18366 2.81574 0.60694
H -2.60726 2.37982 -0.33659
*
```

Results
LUMO energy ... 0.20 eV
HOMO-LUMO gap ... 8.56 eV
HOMO ... -8.362 eV

Version ii
Computed, not measured: a molecular structure, C5H8N2, with ωB97M-V/def2-TZVPD.

Structure (ORCA input):
```
! RIJCOSX wB97M-V def2-TZVPD def2/J DEFGRID3
* xyz 0 1
C 1.64967 -0.59786 -0.47928
C 0.90691 0.11007 0.60581
C -0.51090 1.48177 -0.21614
N -1.24019 0.82472 0.84516
C -0.50107 -0.43044 0.91895
C -1.02728 -1.43200 -0.05731
N -1.43237 -2.19112 -0.83225
H 1.08057 -0.88468 -1.37778
H 2.56664 -0.07394 -0.76383
H 1.95857 -1.54550 -0.00717
H 0.62489 1.36990 0.27454
H -0.60069 1.05829 -1.22571
H -0.61233 2.57171 -0.22464
H -2.23268 0.71557 0.66438
H -0.53840 -0.89296 1.91319
*
```

Results
LUMO energy ... 0.25 eV
HOMO-LUMO gap ... 8.76 eV
HOMO ... -8.513 eV

Version iii
Computed, not measured: C5H8N2 in the gas phase, with ωB97M-V/def2-TZVPD.

Structure (ORCA input):
```
! RIJCOSX wB97M-V def2-TZVPD def2/J DEFGRID3
* xyz 0 1
C 1.60935 1.34065 -0.08220
N 0.50988 0.51440 -0.31396
C -0.53932 0.79226 -1.24613
C -1.57460 -0.01751 -1.04062
C -1.23720 -0.88182 0.15274
C 0.22507 -0.62061 0.29379
N 1.11728 -1.29936 1.08231
H 1.80702 1.38020 0.99253
H 1.43342 2.33701 -0.48176
H -1.70586 -0.40084 1.02839
H -0.36591 1.56662 -1.98331
H -2.50894 -0.03131 -1.58378
H -1.57197 -1.92063 0.14185
H 2.04300 -0.90734 1.19223
H 0.75879 -1.85172 1.84791
*
```

Results
LUMO energy ... 0.75 eV
HOMO-LUMO gap ... 6.68 eV
HOMO ... -5.928 eV

Version iv
Computed, not measured: C5H8N2 in the gas phase, with ωB97M-V/def2-TZVPD.

Structure (ORCA input):
```
! RIJCOSX wB97M-V def2-TZVPD def2/J DEFGRID3
* xyz 0 1
C 1.46510 -0.60457 -0.78218
C 0.73980 0.34056 0.13171
C -1.08892 1.97113 -0.09360
N -1.59489 0.75022 0.17780
C -0.62807 -0.18854 0.73034
C -0.99468 -1.58171 0.37712
N -1.27342 -2.66768 0.08836
H 0.79976 -0.86420 -1.60876
H 2.36015 -0.10870 -1.17392
H 1.74669 -1.51604 -0.26078
H 1.37972 0.65356 0.96402
H 0.48114 1.21231 -0.54009
H -0.51711 2.31177 0.80145
H -2.06713 0.30568 -0.59198
H -0.66002 -0.12586 1.81414
*
```

Results
LUMO energy ... 0.37 eV
HOMO-LUMO gap ... 9.18 eV
HOMO ... -8.803 eV

Energies relative to the minimum, eV: version i 2.479; version ii 1.858; version iii 0.000; version iv 1.029

Version i
Computed, not measured: 2 unconnected molecules or ions with the total composition C5H8N2, with ωB97M-V/def2-TZVPD.

Structure (ORCA input):
```
! RIJCOSX wB97M-V def2-TZVPD def2/J DEFGRID3
* xyz 0 1
C 1.77502 0.30036 -2.36978
N 0.67867 -0.65273 -0.94138
C -0.53092 -0.09377 -0.61453
C -0.61671 -0.08485 0.74771
C -1.73091 0.42399 1.60948
C 0.61913 -0.67151 1.16519
N 1.38940 -1.00745 0.15567
H 0.99633 -0.94787 -1.92189
H 2.65264 0.37811 -1.70911
H 1.23329 1.25482 -2.26424
H -1.21474 0.24328 -1.38226
H -2.14571 -0.37230 2.23691
H -2.54451 0.82719 0.99937
H -1.38561 1.22213 2.27566
H 0.95587 -0.85277 2.17951
*
```

Results
LUMO energy ... 0.21 eV
HOMO-LUMO gap ... 9.36 eV
HOMO ... -9.150 eV

Version ii
Computed, not measured: C5H8N2 in the gas phase, with ωB97M-V/def2-TZVPD.

Structure (ORCA input):
```
! RIJCOSX wB97M-V def2-TZVPD def2/J DEFGRID3
* xyz 0 1
C -1.72125 -1.35235 0.09958
C -0.51798 -1.59251 0.71934
C 0.31008 -0.90492 -0.30205
C -0.98983 -0.27536 -0.40648
C -1.46030 1.08241 0.01910
N 2.67660 0.09333 -0.42634
N 1.51651 -0.06393 0.33962
H -2.71533 -1.24518 0.36785
H 0.75953 -1.38302 -1.17204
H -2.53949 1.07765 -0.07015
H -1.15577 1.96990 -0.45927
H -1.19257 1.01303 1.09878
H 2.82193 -0.83882 -0.96707
H 2.58633 0.84928 -1.14809
H 1.74701 -0.68333 1.13124
*
```

Results
Structure (SMILES) ... C[C@]12C=C1[C@@H]2NN
LUMO energy ... 0.83 eV
HOMO-LUMO gap ... 9.40 eV
HOMO ... -8.570 eV

Version iii
Computed, not measured: a molecular structure, C5H8N2, with ωB97M-V/def2-TZVPD.

Structure (ORCA input):
```
! RIJCOSX wB97M-V def2-TZVPD def2/J DEFGRID3
* xyz 0 1
C -1.23306 -0.22476 -0.59120
C -0.26821 -1.33613 -0.38473
C 1.13723 -0.88434 -0.45899
C 1.79688 0.22111 0.05328
C 0.07763 1.60169 1.07509
H -2.36476 -0.41856 0.02639
H -1.54632 0.15556 -1.85508
H -0.53831 -1.87418 0.58281
H -0.44186 -1.99648 -1.48422
H 1.89157 -1.73739 -0.93706
H 2.94110 0.20918 0.22160
H -0.17742 2.20131 1.94492
H -1.77841 1.92455 0.26048
N 1.37804 1.14492 1.13327
N -0.87410 1.01349 0.41345
*
```

Results
LUMO energy ... 0.37 eV
HOMO-LUMO gap ... 8.26 eV
HOMO ... -7.889 eV

Energies relative to the minimum, eV: version i 0.000; version ii 1.261; version iii 1.355

Version i
Computed, not measured: C5H8N2 in the gas phase, with ωB97M-V/def2-TZVPD.

Structure (ORCA input):
```
! RIJCOSX wB97M-V def2-TZVPD def2/J DEFGRID3
* xyz 0 1
C 2.17051 -0.70914 -0.22395
N 0.86457 -0.09340 -0.32266
C 0.58873 1.23688 -0.08462
C -0.69521 1.40941 0.33434
C -1.29551 0.08974 0.34401
C -2.51638 -0.55880 0.25350
N -0.24313 -0.77070 0.18300
H 2.90933 -0.01569 -0.63726
H 2.17601 -1.61607 -0.83484
H 2.45444 -0.96548 0.80548
H 1.35582 1.97507 -0.30522
H -1.22672 2.34847 0.39744
H -0.68705 -1.67121 -0.08000
H -2.70124 -1.04070 -0.70418
H -3.38086 -0.28052 0.82885
*
```

Results
Structure (SMILES) ... C=C1C=CN(C)N1
LUMO energy ... 0.78 eV
HOMO-LUMO gap ... 7.36 eV
HOMO ... -6.575 eV

Version ii
Computed, not measured: a molecular structure, C5H8N2, with ωB97M-V/def2-TZVPD.

Structure (ORCA input):
```
! RIJCOSX wB97M-V def2-TZVPD def2/J DEFGRID3
* xyz 0 1
C -1.40226 2.35775 0.06749
C 1.19968 0.04053 1.33763
C 1.07121 0.13335 -0.04711
C 0.56939 -1.17089 -0.24075
N 0.62943 -1.93082 -1.37085
C 0.09480 -1.65603 1.04490
N 0.28908 -0.72056 1.96095
H -0.46696 2.90335 0.21601
H -1.41569 1.93253 -0.93927
H -2.24751 3.03952 0.19135
H 1.67752 0.69091 -0.74676
H 0.85832 -2.90939 -1.28543
H 0.96144 -1.49302 -2.21651
H -0.37375 -2.61485 1.25012
H -1.46644 1.54894 0.79967
*
```

Results
LUMO energy (alpha / beta) ... -0.47 / -0.73 eV
HOMO-LUMO gap (alpha / beta) ... 7.72 / 7.73 eV
HOMO (alpha / beta) ... -8.190 / -8.466 eV

Version iii
Computed, not measured: a molecular structure, C5H8N2, with ωB97M-V/def2-TZVPD.

Structure (ORCA input):
```
! RIJCOSX wB97M-V def2-TZVPD def2/J DEFGRID3
* xyz 0 1
C 1.27926 -0.46372 -0.81781
C 0.64608 0.27284 0.37326
C -0.20778 1.44522 -0.14650
N -1.26491 0.44402 -0.40597
C -0.73497 -0.33725 0.71947
C -0.84230 -1.80208 0.70963
N -0.83945 -2.95767 0.76702
H 0.79239 -0.14976 -1.74727
H 2.34886 -0.26567 -0.90662
H 1.13390 -1.54637 -0.74609
H 1.31826 0.44960 1.21894
H 0.17634 1.98448 -1.01748
H -0.47785 2.16132 0.64514
H -2.22882 0.74594 -0.34216
H -1.09901 0.01909 1.69645
*
```

Results
LUMO energy ... 0.79 eV
HOMO-LUMO gap ... 10.70 eV
HOMO ... -9.914 eV

Energies relative to the minimum, eV: version i 1.895; version ii 2.703; version iii 0.000